23
Properties=species:S:1:pos:R:3:forces:R:3 method="wB97M-V/def2-TZVPD" e_lumo_ev=5.6 multiplicity=1 gap_ev=5.7 homo_ev=-0.1 max_force_ev_per_a=5.37 total_charge=-2 de_lowest_kj_mol=59.37
C -0.533458 -0.712912 -3.918055 -1.81 0.14 -1.43
C -0.792741 -1.853223 -3.151086 0.46 0.07 0.84
C -0.619761 0.564322 -3.288367 2.19 1.07 -2.97
C -0.778937 -1.807134 -1.755688 0.08 1.11 0.77
C -0.566136 0.633502 -1.963001 -0.52 -2.35 2.13
C -0.592070 -0.539671 -1.129175 0.26 -0.24 -0.71
C 0.363255 2.183627 2.130336 -2.98 2.98 1.16
C 0.100814 0.196050 3.162590 0.06 -1.48 2.29
O 2.889413 -0.182191 2.695501 -2.39 -1.12 -0.42
O 0.738259 -0.401788 4.308225 0.76 -1.07 -1.12
O 1.271541 -2.268539 2.483532 -0.13 -2.26 -0.54
O 0.040270 1.539430 3.385544 0.87 1.70 -2.21
P 1.503912 -0.868231 2.750444 1.89 4.01 3.03
S -0.219619 -0.306051 0.521355 -0.78 -0.78 -1.04
H -0.611136 -0.799434 -5.039650 0.26 0.17 1.22
H -0.957640 -2.825162 -3.581836 0.17 -0.23 -0.57
H -0.330037 1.542359 -3.845745 -0.92 -1.76 0.51
H -0.796654 -2.648318 -1.034973 -0.15 0.23 -0.97
H -0.396692 1.435378 -1.323781 0.11 2.10 0.24
H -0.425360 2.073577 1.306302 0.98 -0.05 1.43
H 1.282991 1.886538 1.739019 1.59 -0.59 -0.43
H 0.358814 3.266245 2.460221 0.37 -0.71 -0.68
H -0.929028 -0.108374 3.088289 -0.37 -0.92 -0.55